[1]
# C27H57BrF10N4O10PS

4 unconnected molecules or ions with the total composition C27H57BrF10N4O10PS (ωB97M-V/def2-TZVPD, OMol25).

XYZ file:
```
111
Properties=species:S:1:pos:R:3:lowdin_charge:R:1
N 6.35957 -1.02273 3.90941 -0.073
C 5.09441 -1.67184 3.50796 -0.374
P 3.65451 -1.17257 4.68784 0.287
Br 1.99753 -0.93728 6.35431 0.194
O 2.58579 -1.95201 3.58309 -0.332
C 1.73846 -1.02569 2.97662 -0.248
C 2.41799 0.38149 2.89728 -0.496
C 3.25859 0.72484 1.64430 -0.109
C 4.60618 1.32497 1.96175 -0.163
F 5.03573 1.99763 0.79256 -0.086
S 1.41190 1.87184 3.36171 0.766
O 0.84366 1.72944 4.64828 -0.274
O 2.30433 2.98697 3.35071 -0.256
C 0.11010 2.31271 2.09120 -0.520
F -0.85094 2.93593 2.75055 0.147
F 0.55801 3.16528 1.21452 0.166
C -0.57151 1.15284 1.32239 -0.393
F -1.27900 1.72767 0.34793 0.161
F 0.29958 0.37865 0.70473 0.177
C -1.60701 0.32265 2.14824 -0.381
F -1.28449 0.19319 3.40686 0.204
F -2.75570 1.00170 2.11242 0.162
C -1.94006 -1.04730 1.49589 -0.645
F -3.12813 -1.42349 1.90613 0.188
F -2.02542 -0.93381 0.20477 0.216
F -1.09398 -1.96213 1.81887 0.236
O 3.34288 0.36400 3.93734 -0.324
H 7.07180 -1.13959 3.19769 0.045
H 6.70634 -1.43401 4.76596 0.047
H 5.19665 -2.75463 3.62227 0.059
H 4.85225 -1.43437 2.47379 0.054
H 3.88773 -2.43342 5.33475 -0.033
H 4.55189 -0.48333 5.54905 -0.008
H 0.94332 -0.89365 3.72709 0.073
H 1.36904 -1.39763 2.02861 0.110
H 3.40102 -0.18000 1.05309 0.126
H 2.69503 1.42090 1.01681 0.107
H 4.58720 2.06620 2.75007 0.118
H 5.37139 0.59568 2.19616 0.093
C -6.72716 -2.92087 2.46921 -0.111
O -7.37927 -1.74506 2.02501 -0.194
C -6.56451 -0.91864 1.19791 -0.209
C -7.09731 -0.88844 -0.22030 -0.210
N -6.90288 -2.17488 -0.87956 -0.037
C -7.60238 -2.31027 -2.15609 -0.201
C -9.12999 -2.28367 -2.13531 -0.221
O -9.72353 -3.39693 -1.48719 -0.179
C -9.86791 -3.27181 -0.08391 -0.102
H -7.38304 -3.41360 3.18563 0.087
H -6.53655 -3.61063 1.63990 0.080
H -5.78288 -2.68213 2.96705 0.087
H -5.51842 -1.23087 1.22026 0.105
H -6.61753 0.09285 1.61148 0.124
H -6.56953 -0.11368 -0.78459 0.123
H -8.15982 -0.61457 -0.17068 0.104
H -7.22108 -2.90947 -0.26110 0.070
H -7.29279 -3.26288 -2.57739 0.097
H -7.24065 -1.53480 -2.83788 0.121
H -9.46464 -2.33676 -3.17548 0.119
H -9.53140 -1.34412 -1.73587 0.109
H -10.02932 -2.23575 0.22327 0.088
H -8.99971 -3.68226 0.43813 0.071
H -10.73618 -3.86057 0.21598 0.085
C 9.53176 8.47811 0.88513 -0.124
O 8.58987 8.05579 1.85035 -0.197
C 7.24508 8.04865 1.37614 -0.217
C 6.71038 6.63361 1.28581 -0.214
N 7.35946 5.89466 0.20889 -0.053
C 7.07766 4.45669 0.21878 -0.194
C 7.57877 3.64115 1.40572 -0.217
O 8.99630 3.54971 1.49075 -0.177
C 9.63005 4.61746 2.16598 -0.110
H 10.49817 8.56541 1.38017 0.086
H 9.62282 7.75246 0.07001 0.079
H 9.26097 9.45557 0.47273 0.085
H 7.15403 8.56726 0.41719 0.119
H 6.64871 8.59899 2.11006 0.119
H 5.63387 6.66936 1.09674 0.125
H 6.87145 6.15547 2.26028 0.108
H 8.36012 6.02490 0.27964 0.064
H 7.53657 4.04210 -0.68288 0.119
H 5.99986 4.30806 0.11943 0.111
H 7.22482 2.62138 1.26324 0.106
H 7.15343 3.97809 2.35798 0.117
H 9.00252 5.03579 2.95685 0.089
H 9.92225 5.40743 1.46699 0.068
H 10.54442 4.23069 2.61950 0.084
C -3.92240 -4.93727 -8.27642 -0.120
O -3.14999 -5.41345 -7.19104 -0.197
C -1.97078 -4.65170 -6.94693 -0.217
C -2.06639 -3.92131 -5.62262 -0.215
N -3.05145 -2.84762 -5.68516 -0.052
C -3.38000 -2.26181 -4.38579 -0.195
C -4.06543 -3.15343 -3.35340 -0.214
O -5.38060 -3.54742 -3.70682 -0.213
C -5.47013 -4.70322 -4.52005 -0.091
H -4.72323 -5.65378 -8.45335 0.087
H -4.37012 -3.96328 -8.05271 0.079
H -3.31710 -4.85868 -9.18478 0.086
H -1.76160 -3.95847 -7.76653 0.121
H -1.14068 -5.36226 -6.89233 0.120
H -1.08910 -3.49618 -5.37675 0.124
H -2.32192 -4.66210 -4.85389 0.106
H -3.90228 -3.20779 -6.09721 0.067
H -4.04418 -1.41596 -4.58230 0.118
H -2.46708 -1.84847 -3.94651 0.119
H -4.17411 -2.56308 -2.43911 0.117
H -3.45951 -4.02522 -3.08053 0.113
H -4.66081 -5.41040 -4.32369 0.091
H -5.48282 -4.43722 -5.58078 0.072
H -6.41984 -5.19395 -4.29819 0.088
```

Its net charge is -1. For the HOMO energy, the calculation gives -5.07 eV. The calculation puts the max |F| at 3.6 eV/Å. Its HOMO-LUMO gap is 7.01 eV. For the LUMO energy, the calculation gives 0.071 Ha.

[2]
# C63H51As2GaN2O2Te

A molecular structure, C63H51As2GaN2O2Te (ωB97M-V/def2-TZVPD, OMol25).

XYZ file:
```
122
Properties=species:S:1:pos:R:3:lowdin_charge:R:1
Ga -0.68344 -0.58792 0.83398 0.197
O -1.87529 -1.90072 -2.67675 0.092
C -1.76869 -1.28268 -1.63945 -0.555
O -1.39119 -1.77039 -0.50038 -0.119
C -2.09802 0.20169 -1.61161 -0.154
C -2.64452 0.84096 -2.73556 0.027
C -2.99851 2.15566 -2.63634 0.023
C -2.83192 2.83544 -1.40976 -0.139
C -3.26081 4.16379 -1.19055 -0.021
C -3.11345 4.75428 0.03300 -0.055
C -2.52067 4.04531 1.09478 -0.059
C -2.06505 2.77012 0.90712 -0.077
C -2.22674 2.12852 -0.33834 -0.182
N -1.86517 0.82120 -0.47543 0.123
H -2.77727 0.26595 -3.63999 0.123
H -3.42666 2.68702 -3.47736 0.123
H -3.72905 4.69835 -2.00783 0.116
H -3.45433 5.76814 0.19568 0.110
H -2.42473 4.50374 2.07027 0.114
H -1.60667 2.22031 1.71533 0.056
C 1.10685 0.03979 -0.05213 -0.182
C 2.44030 -0.36826 0.44734 -0.303
C 3.10071 0.40146 1.41123 -0.033
C 4.36795 0.07918 1.84879 -0.017
C 5.01260 -1.04905 1.34005 -0.241
C 4.37435 -1.82644 0.37279 -0.024
C 3.10243 -1.49373 -0.05487 -0.053
C 6.30461 -1.42838 1.81028 -0.197
N 7.34407 -1.75143 2.18323 0.148
H 0.99073 -0.30935 -1.08139 0.073
H 1.04030 1.12757 -0.02540 -0.014
H 2.60681 1.28667 1.79218 0.075
H 4.86531 0.69495 2.58728 0.115
H 4.89334 -2.68641 -0.02878 0.121
H 2.62687 -2.07885 -0.83507 0.114
C 5.62536 3.74400 2.08726 -0.093
C 4.66341 3.83510 3.08325 -0.090
C 3.31912 3.85393 2.74834 -0.129
C 2.91871 3.80278 1.41427 -0.383
C 3.88900 3.72117 0.42334 -0.094
C 5.23623 3.70094 0.75777 -0.077
As 0.99374 3.61732 1.06356 1.385
C 0.98807 4.19845 -0.78596 -0.318
C 1.42682 3.49268 -1.89605 -0.108
C 1.50755 4.12336 -3.13026 -0.079
C 1.14943 5.45877 -3.25493 -0.075
C 0.66690 6.15844 -2.15978 -0.020
C 0.57280 5.52972 -0.92262 -0.192
C 0.14389 6.16979 0.32874 -0.205
C -0.43933 7.42744 0.43819 -0.028
C -0.77979 7.92623 1.68619 -0.079
C -0.54050 7.17699 2.83083 -0.084
C 0.02321 5.91288 2.72805 -0.103
C 0.36939 5.41009 1.48411 -0.320
H 6.67606 3.70898 2.34353 0.104
H 4.96528 3.87587 4.12208 0.104
H 2.56984 3.91330 3.53207 0.090
H 3.60058 3.68706 -0.61852 0.089
H 5.98060 3.64036 -0.02579 0.106
H 1.74077 2.45892 -1.80359 0.099
H 1.88511 3.57900 -3.98598 0.104
H 1.26523 5.95945 -4.20740 0.104
H 0.41125 7.20565 -2.26003 0.107
H -0.64754 8.01577 -0.44677 0.107
H -1.22783 8.90842 1.76616 0.103
H -0.79274 7.58117 3.80262 0.102
H 0.19307 5.31886 3.61972 0.099
C -4.03455 4.09674 6.53815 -0.049
C -3.41492 3.21012 5.49417 -0.270
C -4.18284 2.58625 4.52272 -0.017
C -3.64374 1.62708 3.66905 -0.332
C -4.52810 0.98740 2.63279 -0.083
C -2.29613 1.28273 3.80219 -0.493
Te -1.67568 -0.68947 3.18023 1.162
C -1.46509 2.04770 4.63419 -0.321
C 0.03204 1.90135 4.59891 -0.083
C -2.04222 2.98416 5.48196 -0.021
H -5.10235 4.21734 6.36334 0.073
H -3.57332 5.08521 6.54922 0.079
H -3.89370 3.65671 7.52673 0.084
H -5.24350 2.80471 4.46212 0.117
H -5.30442 1.68736 2.32228 0.082
H -5.01669 0.09613 3.03163 0.083
H -3.95887 0.69664 1.75095 0.040
H 0.41868 2.30240 3.65654 0.034
H 0.32962 0.85439 4.65189 0.032
H 0.49756 2.43948 5.42445 0.077
H -1.40731 3.51734 6.18180 0.117
C 4.25673 -4.46779 4.15059 -0.083
C 3.53935 -3.30291 4.38272 -0.081
C 2.45176 -2.99137 3.58452 -0.142
C 2.06221 -3.83893 2.54962 -0.384
C 2.80828 -4.98243 2.29850 -0.096
C 3.89664 -5.29802 3.10053 -0.077
As 0.46734 -3.32279 1.54411 1.351
C -0.84550 -3.83214 2.90981 -0.482
C -0.53074 -4.13681 4.22933 -0.115
C -1.52227 -4.52480 5.11955 -0.078
C -2.83974 -4.62073 4.69844 -0.086
C -3.16391 -4.31856 3.38359 -0.089
C -2.17568 -3.92051 2.49865 -0.190
C 0.16149 -4.93196 0.48101 -0.375
C 0.07276 -4.85367 -0.90378 -0.100
C -0.26131 -5.97553 -1.65003 -0.078
C -0.51852 -7.18038 -1.01689 -0.087
C -0.42222 -7.27027 0.36611 -0.078
C -0.08596 -6.15200 1.10879 -0.117
H 5.09919 -4.71779 4.78062 0.103
H 3.82773 -2.63324 5.18308 0.106
H 1.88392 -2.08046 3.75538 0.102
H 2.53628 -5.64174 1.48271 0.096
H 4.46477 -6.20043 2.91506 0.104
H 0.49347 -4.07996 4.57074 0.090
H -1.25081 -4.76228 6.14031 0.104
H -3.60989 -4.93785 5.38974 0.102
H -4.19058 -4.40036 3.05046 0.106
H -2.43356 -3.68889 1.46919 0.106
H 0.24420 -3.90265 -1.39469 0.093
H -0.33604 -5.90371 -2.72701 0.105
H -0.79676 -8.04866 -1.59979 0.101
H -0.62220 -8.20994 0.86452 0.103
H -0.01772 -6.22036 2.18811 0.107
```

For the HOMO energy, the calculation gives -7.83 eV. The calculation puts the max |F| at 1.4 eV/Å. Its HOMO-LUMO gap is 7.23 eV. For the LUMO energy, the calculation gives -0.022 Ha.